Computed, not measured: a structure of composition CH4Cl2PS, with ωB97M-V/def2-TZVPD.

Computed properties:
LUMO	-5.9	eV
net charge	+1
E_tot	-46263.25326	eV
HOMO-LUMO gap	9.68	eV
E_HOMO	-15.63	eV
relative energy (zero: lowest compared OMol25 entry of this formula, charge and spin)	36.9	kcal/mol
2S+1	1

CARTESIAN COORDINATES (ANGSTROEM)
C -1.15 0.34 -0.65
P 0.42 -0.01 0.27
S 0.05 -1.50 1.60
Cl 1.05 1.73 1.11
Cl 1.79 -0.38 -1.10
H -2.06 0.34 -0.03
H -0.91 -0.26 -1.55
H -1.00 1.48 -0.87
H 1.80 -1.76 1.22